1.
Density functional theory data (wB97M-V/def2-TZVPD) for a 4-piece molecular cluster, C2H13N2O3 overall.

Structure (ORCA input):
```
! wB97M-V def2-TZVPD RIJCOSX def2/J DEFGRID3
* xyz 1 1
C 2.9987 -0.9068 0.6886
N -0.1246 0.8732 -0.0704
C 0.8018 -0.0307 0.0868
N 1.9892 0.1726 0.6010
H 3.7316 -0.6351 1.4246
H 2.5065 -1.8387 0.9493
H 3.4142 -1.0224 -0.3115
H 0.0484 1.7727 0.3355
H -1.0519 0.6502 -0.4033
H 0.6297 -1.0157 -0.3371
H 2.1626 1.0470 1.0615
H -3.1006 0.6860 0.4578
H -3.4046 0.5476 -1.1078
O -2.7271 0.6373 -0.4335
H -4.0316 0.4828 2.9974
H -2.8110 -0.1183 2.4649
O -3.3019 0.7168 2.4029
H 1.9949 -1.9937 -3.2045
H 0.6576 -1.4577 -3.6244
O 1.4241 -1.2241 -3.0858
*
```

Output
Frontier orbital gap = 11.8 eV
Relative energy (zero: lowest compared OMol25 entry of this formula, charge and spin) = 25.7 kJ/mol
Electronic energy = -11402.0782 eV

2.
Density functional theory data (wB97M-V/def2-TZVPD) for C25H33FGaN6O2S2Se3Te as an isolated structure.

Structure (ORCA input):
```
! wB97M-V def2-TZVPD RIJCOSX def2/J DEFGRID3
* xyz -1 1
Ga 0.6897 -1.0616 -0.2690
Se 1.2851 -3.4262 -0.3130
Se 3.2430 -2.9116 -1.4941
Te 4.2867 -1.5029 0.2892
Se 2.6176 0.3753 0.1168
N -1.3683 1.4793 7.5222
C -1.1318 0.7477 6.3525
C -1.7836 -0.4661 6.1321
C -1.5151 -1.2146 4.9983
C -0.5929 -0.7564 4.0744
C 0.0821 0.4309 4.2917
C -0.1897 1.1876 5.4204
S -0.1655 -1.7107 2.6495
O 1.2694 -1.7171 2.6190
O -0.8803 -2.9569 2.7228
N -0.6188 -0.8465 1.3256
C -1.9743 -0.6712 1.1128
N -2.3380 -0.3450 -0.1350
C -3.6306 -0.2105 -0.3759
C -4.6001 -0.3629 0.6055
C -4.1199 -0.6538 1.8717
N -2.8313 -0.8089 2.1410
H -2.2691 1.3184 7.9421
H -1.1634 2.4625 7.4524
H -2.5062 -0.8231 6.8583
H -2.0351 -2.1442 4.8047
H 0.8352 0.7396 3.5772
H 0.3557 2.1092 5.6083
H -3.8996 0.0339 -1.4020
H -5.6556 -0.2576 0.3979
H -4.8006 -0.7731 2.7115
F -1.5837 0.2170 -5.8145
C -1.0676 -0.0627 -4.5861
C -0.1361 0.7899 -4.0421
C 0.3738 0.4891 -2.7795
C -0.0436 -0.6267 -2.0608
C -0.9716 -1.4707 -2.6766
C -1.4954 -1.2021 -3.9332
H 0.1829 1.6652 -4.5942
H 1.1142 1.1557 -2.3535
H -1.3029 -2.3676 -2.1651
H -2.2147 -1.8578 -4.4081
C -0.5170 6.0888 3.3088
C 0.9418 5.6983 3.5443
C 1.5237 4.7103 2.5334
C 1.0507 3.2682 2.6665
N -0.3640 3.0734 2.3768
C -0.8744 2.9870 1.1273
S 0.0701 3.0967 -0.2429
N -2.2207 2.8025 1.0901
C -3.0155 2.9496 -0.1188
C -3.2883 4.4063 -0.4833
C -3.9524 5.2150 0.6277
C -5.2959 4.6523 1.0781
H -0.8065 6.9299 3.9437
H -1.2034 5.2671 3.5136
H -0.6741 6.3839 2.2674
H 1.0596 5.2961 4.5586
H 1.5475 6.6092 3.5180
H 2.6134 4.6930 2.6381
H 1.3219 5.0498 1.5145
H 1.2075 2.9264 3.6942
H 1.6341 2.6165 2.0145
H -0.9578 2.7889 3.1386
H -2.7137 2.8542 1.9671
H -3.9440 2.3998 0.0423
H -2.4798 2.4551 -0.9254
H -3.9206 4.4174 -1.3788
H -2.3392 4.8693 -0.7614
H -4.0870 6.2445 0.2857
H -3.2704 5.2785 1.4828
H -5.9709 4.5227 0.2272
H -5.7884 5.3117 1.7956
H -5.1927 3.6739 1.5550
*
```

Output
Frontier orbital gap = 6.4 eV
Relative energy (zero: lowest compared OMol25 entry of this formula, charge and spin) = 93.9 kJ/mol
Electronic energy = -319598.8914 eV

3.
Density functional theory data (wB97M-V/def2-TZVPD) for one molecule with the formula CH6N4OS.

Structure (ORCA input):
```
! wB97M-V def2-TZVPD RIJCOSX def2/J DEFGRID3
* xyz 0 1
N 2.6203 -0.9456 -0.3012
N 1.3553 -0.9833 0.3238
C 0.4739 0.1217 0.2647
N 0.8801 1.2695 -0.2048
O -0.0758 2.2694 -0.0901
N -0.8833 -0.0457 0.7459
S -2.0740 -0.6617 -0.3211
H 3.1130 -0.1605 0.1135
H 2.4854 -0.7060 -1.2920
H 0.9271 -1.9154 0.4321
H -0.9181 1.8287 0.0290
H -0.9473 -0.5383 1.6273
H -1.5201 -1.8691 -0.5850
*
```

Output
Structure (SMILES) = NN/C(=N/O)NS
Frontier orbital gap = 9.1 eV
Relative energy (zero: lowest compared OMol25 entry of this formula, charge and spin) = 96.7 kJ/mol
Electronic energy = -19974.2267 eV

4.
Density functional theory data (wB97M-V/def2-TZVPD) for a 2-piece molecular cluster, C9H10INO3S overall.

Structure (ORCA input):
```
! wB97M-V def2-TZVPD RIJCOSX def2/J DEFGRID3
* xyz 0 1
C -0.8595 1.3797 1.7359
C -0.7385 1.3916 0.5339
C -0.8507 -0.6559 -2.0413
C 0.0014 -0.0638 -1.1947
C 1.1111 -0.7751 -0.5346
C -1.8766 0.3333 -2.4693
C -0.5008 1.3513 -0.8877
C 2.6938 -1.2523 2.1419
C 3.0177 -0.5242 0.8712
N -1.7709 1.4569 -1.6246
O 1.4499 -1.9162 -0.7171
O -3.6470 1.7824 1.6646
O 1.8156 0.0354 0.2502
S -3.9741 1.2711 0.3579
I -3.7736 -1.0633 0.3972
H -1.2048 1.1725 2.7091
H -0.8724 -1.6214 -2.4675
H -1.7455 0.8076 -3.4369
H -2.8041 -0.1661 -2.6606
H 0.1188 2.1732 -1.1386
H 2.3079 -0.4684 2.8579
H 1.8066 -2.0001 2.0846
H 3.5182 -1.7157 2.4543
H 3.2052 -1.3263 0.0784
H 3.5722 0.3936 1.0359
*
```

Output
Frontier orbital gap (alpha / beta) = 8.0 / 8.3 eV
Relative energy (zero: lowest compared OMol25 entry of this formula, charge and spin) = 157.6 kJ/mol
Electronic energy = -36057.5960 eV

5.
Density functional theory data (wB97M-V/def2-TZVPD) for C29H43N7O2RbS2SbSi3 as an isolated structure.

Structure (ORCA input):
```
! wB97M-V def2-TZVPD RIJCOSX def2/J DEFGRID3
* xyz 0 1
Rb 0.1504 -0.7762 -1.3807
N 8.6482 -3.1226 0.4722
C 7.3484 -2.7059 0.1848
C 6.2631 -3.5367 0.4634
C 4.9718 -3.1024 0.2258
C 4.7543 -1.8328 -0.2943
C 5.8244 -0.9982 -0.5773
C 7.1138 -1.4316 -0.3308
S 3.1021 -1.3355 -0.6348
O 2.2890 -1.8809 0.4489
O 3.0541 0.1127 -0.7257
N 2.5787 -2.0256 -1.9544
C 2.9435 -1.5613 -3.1821
N 1.9872 -1.6356 -4.1379
C 2.3334 -1.2597 -5.3600
C 3.5916 -0.7842 -5.6858
C 4.4848 -0.7065 -4.6301
N 4.1867 -1.0855 -3.3988
H 8.7805 -4.1205 0.4950
H 9.3716 -2.6538 -0.0480
H 6.4355 -4.5234 0.8777
H 4.1266 -3.7385 0.4502
H 5.6333 -0.0167 -0.9884
H 7.9528 -0.7774 -0.5389
H 1.5557 -1.3353 -6.1151
H 3.8519 -0.4817 -6.6889
H 5.4922 -0.3256 -4.7760
N -4.3423 -3.2329 -0.8685
C -5.0210 -2.2028 -1.4914
C -6.3671 -1.9885 -1.7621
C -6.6883 -0.8128 -2.4138
C -5.7003 0.1154 -2.7819
C -4.3660 -0.1078 -2.5095
C -4.0231 -1.2878 -1.8526
N -2.7828 -1.7486 -1.4433
C -3.0167 -2.8943 -0.8632
C -1.9742 -3.7310 -0.2646
C -2.0629 -5.0396 0.0909
S -0.5614 -5.5769 0.6930
C 0.0842 -3.9945 0.4640
N -0.7543 -3.1446 -0.0367
H -4.7497 -4.0283 -0.4109
H -7.1293 -2.7025 -1.4781
H -7.7234 -0.5999 -2.6455
H -5.9989 1.0243 -3.2875
H -3.6020 0.6079 -2.7856
H -2.8981 -5.7141 -0.0069
H 1.1085 -3.7379 0.7003
C -4.5499 2.8910 0.3258
Si -3.5227 2.1636 1.7093
C -4.1804 0.4603 2.1343
C -3.6386 3.2725 3.2093
Sb -1.1886 1.8073 0.7964
Si 0.0405 0.8036 2.8044
C -0.3976 -1.0086 2.7826
C 1.8829 1.0405 2.6708
C -0.5528 1.5553 4.4141
Si -0.2133 4.1245 0.4592
C -0.6332 5.3704 1.7872
C -0.9039 4.7281 -1.1740
C 1.6426 3.9343 0.3393
H -5.5897 3.0205 0.6374
H -4.5330 2.2303 -0.5442
H -4.1617 3.8666 0.0233
H -5.2320 0.5155 2.4283
H -3.6177 0.0177 2.9596
H -4.0985 -0.2066 1.2716
H -4.6663 3.3663 3.5668
H -3.2607 4.2697 2.9773
H -3.0265 2.8664 4.0157
H 0.0729 -1.4973 1.9312
H -1.4766 -1.1664 2.7330
H -0.0173 -1.4865 3.6913
H 2.2661 0.7275 1.6972
H 2.3685 0.4262 3.4349
H 2.1588 2.0820 2.8441
H -1.6059 1.3270 4.5896
H -0.4401 2.6415 4.4016
H 0.0257 1.1602 5.2537
H -1.7023 5.5924 1.7829
H -0.0871 6.3049 1.6382
H -0.3775 4.9752 2.7727
H -1.9947 4.7792 -1.1510
H -0.6138 4.0629 -1.9893
H -0.5212 5.7288 -1.3946
H 2.0804 3.7958 1.3298
H 2.0862 4.8267 -0.1099
H 1.9225 3.0693 -0.2665
*
```

Output
Frontier orbital gap = 7.7 eV
Relative energy (zero: lowest compared OMol25 entry of this formula, charge and spin) = 17.2 kJ/mol
Electronic energy = -97798.1153 eV

6.
Density functional theory data (wB97M-V/def2-TZVPD) for one molecule with the formula C20H19Br2N3O4S.

Structure (ORCA input):
```
! wB97M-V def2-TZVPD RIJCOSX def2/J DEFGRID3
* xyz 0 1
C 0.5727 3.4056 -3.4105
C -0.1685 3.4111 -2.1550
O 0.5671 2.6266 -1.2177
C -0.0665 2.5581 0.0322
O -0.9484 3.3222 0.4569
C 0.4594 1.5092 0.9866
C -0.5915 0.9477 1.9471
C -0.5720 1.1515 3.4994
C 0.0867 2.4341 3.9531
N -1.7850 0.3470 1.5699
C -2.1036 0.0768 0.2465
C -3.4710 0.0328 -0.0670
C -3.8668 -0.2927 -1.3614
C -2.9126 -0.5889 -2.3328
C -1.5347 -0.5810 -2.0719
C -1.0878 -0.1996 -0.7830
N 0.2715 -0.3717 -0.5720
C 0.9981 0.3519 0.2396
N 2.3958 -0.0112 0.3084
S 2.7331 -1.2609 1.3571
O 2.1147 -1.0453 2.6510
O 4.1332 -1.4243 1.6034
C 2.0058 -2.7255 0.4808
C 0.8357 -3.3884 0.9950
C 0.2249 -4.4462 0.2263
Br -1.3944 -5.1422 0.9083
C 0.7739 -4.8373 -0.8896
C 1.9345 -4.2243 -1.3949
C 2.5554 -3.2251 -0.7425
Br 4.0479 -2.3737 -1.5314
H 0.3800 4.1876 -4.1217
H 0.2190 2.5659 -3.9525
H 1.6969 3.4751 -3.3345
H -0.3411 4.4249 -1.7512
H -1.2177 3.0805 -2.3527
H 1.2733 1.9464 1.6879
H -0.0929 0.3021 4.0186
H -1.6540 1.0722 3.8207
H -0.0051 2.5279 5.0064
H 1.1257 2.4390 3.7357
H -0.3990 3.2045 3.3725
H -4.1289 0.3453 0.8194
H -4.9527 -0.4003 -1.4466
H -3.2713 -0.8369 -3.3397
H -0.7416 -0.7482 -2.9025
H 2.5122 -0.3668 -0.5751
H 0.4690 -3.0510 2.0291
H 0.5651 -5.7347 -1.2807
H 2.3554 -4.4698 -2.3652
*
```

Output
Structure (SMILES) = CCOC(=O)[C@H]1C(CC)=Nc2ccccc2N=C1NS(=O)(=O)c1cc(Br)ccc1Br
Frontier orbital gap = 8.6 eV
Electronic energy = -184625.1888 eV